Entry from the Open Molecules 2025 dataset: a structure of composition C15H47Ba2FeNO20P2 at a distorted geometry (wB97M-V/def2-TZVPD).

Summary:
Spin multiplicity: 5
Orbital gap (alpha / beta): 4.83 / 4.87 eV
Molar mass: 954.0 g mol⁻¹
Max |F|: 7.20 eV/A

Atoms and positions in Å:
Fe  -0.0499  -2.1657  -1.7200
Ba  0.4936  0.7093  -4.1208
Ba  3.3359  0.0853  -0.5207
P  2.3432  -2.5586  -2.8883
O  1.4727  -3.5330  -2.0510
O  3.1476  -3.5808  -3.7031
O  3.5396  -1.8479  -2.2094
O  1.1803  -1.6145  -3.3494
P  0.1689  0.3254  -0.7997
O  -0.6247  0.9899  0.3536
O  -0.7513  -0.2946  -1.8431
O  0.8931  -1.0274  -0.3863
O  1.2180  1.0838  -1.6724
C  2.8389  -3.1921  1.3322
O  2.3286  -1.8781  1.5654
H  2.3723  -3.3975  0.3688
H  3.9222  -3.2805  1.2500
H  2.4694  -3.9625  2.0090
H  1.5118  -1.6888  1.0979
C  2.7468  4.3240  -0.2249
O  2.8064  2.9142  -0.6058
H  2.0603  4.8640  -0.8770
H  2.3256  4.4654  0.7704
H  3.7272  4.7895  -0.3258
H  1.8842  2.7263  -0.7953
C  -2.3684  -0.1106  3.3063
O  -1.1732  -0.4409  2.6703
H  -3.0830  0.3957  2.6573
H  -2.9268  -1.0166  3.5421
H  -2.2593  0.4529  4.2329
H  -1.0624  0.0504  1.8530
C  -0.6959  -3.7494  2.2025
C  -0.8217  -4.2420  0.7401
C  -2.1635  -4.9976  0.5237
O  -2.1976  -6.1277  1.4486
C  -1.4054  -7.2252  0.9142
N  -0.8324  -3.0011  0.0253
H  0.1749  -3.1221  2.3936
H  -0.5027  -4.6600  2.7696
H  -1.5711  -3.2122  2.5680
H  0.0496  -4.8127  0.4188
H  -2.2226  -5.4743  -0.4548
H  -3.0200  -4.3844  0.8037
H  -1.4817  -8.0181  1.6582
H  -0.3716  -6.9995  0.6525
H  -1.9281  -7.5843  0.0276
H  -1.7273  -2.5385  0.0989
H  -0.3113  -2.4354  0.6800
C  2.3664  3.4682  -4.3288
C  3.4375  2.5132  -4.8736
O  3.1138  1.1826  -4.5695
O  1.0917  3.3459  -5.0535
H  2.6695  4.5082  -4.4501
H  2.1745  3.3540  -3.2619
H  4.3668  2.9141  -4.4690
H  3.7207  2.5449  -5.9257
H  3.8180  0.6037  -4.8706
H  0.8285  4.2388  -5.2882
C  0.8326  2.2406  3.0425
C  1.9144  2.8877  3.9090
O  2.8975  3.3663  3.0505
O  1.3425  1.2301  2.1907
H  0.2571  2.9743  2.4781
H  0.1107  1.8180  3.7413
H  2.2201  2.4040  4.8368
H  1.5344  3.8220  4.3223
H  3.0902  4.1936  3.4977
H  0.6396  1.0786  1.5547
C  -2.3145  3.9603  1.2320
C  -1.5398  4.3149  0.0170
O  -0.3839  3.4976  -0.2379
O  -2.6970  2.5875  1.1051
H  -3.2184  4.5529  1.3733
H  -1.6847  4.1903  2.0914
H  -1.3812  5.3916  0.0786
H  -2.1636  4.0935  -0.8490
H  -0.6011  2.5726  -0.1005
H  -2.0026  1.9268  1.0508
C  -4.3480  -0.1234  -1.5538
C  -4.0753  -0.3357  -0.0120
O  -2.7888  -0.7559  0.2181
O  -3.3120  0.6326  -2.0499
H  -5.3576  0.2561  -1.7111
H  -4.3274  -1.1560  -1.9020
H  -4.7990  -1.0080  0.4487
H  -4.1419  0.6164  0.5144
H  -2.1917  -0.0072  0.1506
H  -2.5574  0.1026  -1.7830

---

Entry from the Open Molecules 2025 dataset: a structure of composition C15H47FN16O35S2 at a distorted geometry (wB97M-V/def2-TZVPD).

Summary:
Orbital gap: 9.38 eV
Molar mass: 1094.8 g mol⁻¹
Max |F|: 5.32 eV/A

Atoms and positions in Å:
N  6.0834  -3.9325  0.9683
O  6.0822  -2.5492  0.8133
S  6.2608  -2.0113  -0.7757
O  4.9058  -1.9195  -1.4071
O  7.0335  -3.2391  -1.7097
S  8.6790  -2.9208  -1.8001
O  9.1964  -3.4831  -3.0582
O  8.9216  -1.4602  -1.7206
F  9.3621  -3.6217  -0.4972
H  5.2414  -4.3571  0.5849
H  6.9389  -4.3695  0.6359
C  2.3658  0.3811  0.0125
N  2.6958  0.1613  1.4439
O  3.2273  -0.8866  1.7379
O  2.4092  1.0498  2.2200
H  2.6788  -0.4886  -0.5549
H  1.2920  0.5227  -0.0592
H  2.9028  1.2680  -0.3117
C  9.8101  -0.0492  -4.2348
N  10.4790  1.2654  -4.4006
O  11.5905  1.2732  -4.8900
O  9.8662  2.2449  -4.0342
H  10.4707  -0.8250  -4.6032
H  9.6084  -0.1869  -3.1752
H  8.8876  -0.0221  -4.8114
C  -1.0829  2.5688  2.5599
N  -1.2313  1.9853  1.2036
O  -0.5895  0.9895  0.9501
O  -1.9869  2.5473  0.4402
H  -0.3798  1.9628  3.1238
H  -0.7108  3.5836  2.4401
H  -2.0653  2.5606  3.0275
C  -0.9626  -0.4904  -3.0440
N  0.4880  -0.3686  -3.3355
O  0.8204  -0.0209  -4.4471
O  1.2431  -0.6290  -2.4176
H  -1.5279  -0.2337  -3.9317
H  -1.1511  -1.5207  -2.7487
H  -1.1834  0.1985  -2.2333
C  -5.4441  1.2019  0.8066
N  -4.8623  0.1508  1.6749
O  -4.9261  -0.9979  1.2918
O  -4.3588  0.5164  2.7198
H  -5.8539  0.7336  -0.0836
H  -6.2341  1.7047  1.3815
H  -4.6415  1.8906  0.5462
C  2.6309  -4.6002  -2.0628
N  3.1877  -5.7133  -1.2515
O  3.0745  -6.8382  -1.6823
O  3.7220  -5.4131  -0.2032
H  2.1884  -5.0146  -2.9634
H  1.8801  -4.0978  -1.4570
H  3.4524  -3.9287  -2.3064
C  -1.4705  3.9175  -4.1754
N  -2.5918  3.0601  -3.7164
O  -3.7030  3.5399  -3.7170
O  -2.3141  1.9291  -3.3718
H  -1.8676  4.8913  -4.4456
H  -0.7607  4.0031  -3.3565
H  -1.0193  3.4305  -5.0369
C  3.5197  2.5608  -3.2098
N  2.3639  3.4927  -3.2361
O  1.3176  3.1114  -2.7492
O  2.5438  4.5742  -3.7481
H  3.2121  1.6379  -2.7298
H  3.8162  2.3790  -4.2399
H  4.3175  3.0440  -2.6497
C  12.7780  -0.5854  -8.2192
N  11.6025  -1.4000  -7.8206
O  10.5125  -0.8757  -7.8828
O  11.8193  -2.5365  -7.4579
H  12.4335  0.4004  -8.5161
H  13.4383  -0.5210  -7.3578
H  13.2618  -1.0937  -9.0500
C  -8.5697  0.8185  3.8102
N  -8.5827  1.9820  2.8873
O  -7.8522  1.9394  1.9113
O  -9.3202  2.8967  3.1683
H  -7.8672  0.0804  3.4341
H  -8.2635  1.1800  4.7897
H  -9.5783  0.4123  3.8388
C  13.1814  -3.6221  -2.8232
N  12.6095  -2.3330  -2.3580
O  11.6402  -1.9051  -2.9499
O  13.1529  -1.7991  -1.4178
H  12.5953  -3.9790  -3.6651
H  14.2109  -3.4354  -3.1191
H  13.1314  -4.3212  -1.9918
C  3.3595  -9.0632  0.5836
N  3.9217  -10.1651  1.4061
O  3.8112  -11.2953  0.9808
O  4.4539  -9.8539  2.4494
H  2.9188  -9.4866  -0.3133
H  2.6059  -8.5583  1.1833
H  4.1758  -8.3918  0.3320
C  -11.6664  2.2806  7.0603
N  -10.6138  1.2481  6.8752
O  -10.9683  0.1286  6.5696
O  -9.4634  1.5982  7.0425
H  -12.6356  1.8274  6.8794
H  -11.5951  2.6416  8.0786
H  -11.4703  3.0765  6.3449
C  -15.5792  4.5676  8.5020
N  -14.5276  3.5367  8.3308
O  -14.8789  2.4170  8.0300
O  -13.3766  3.8890  8.5031
H  -16.5469  4.1112  8.3163
H  -15.5146  4.9356  9.5242
H  -15.3785  5.3632  7.7793
C  -14.8866  6.5479  4.0584
N  -15.2152  5.8725  5.3393
O  -15.5203  6.5744  6.2851
O  -15.1556  4.6635  5.3540
H  -14.9820  7.6205  4.1962
H  -13.8649  6.2795  3.8000
H  -15.5893  6.1891  3.3101

---

Entry from the Open Molecules 2025 dataset: a structure of composition C15H48F2O11PPd at a distorted geometry (wB97M-V/def2-TZVPD).

Summary:
Charge: +1
Spin multiplicity: 3
Orbital gap (alpha / beta): 9.85 / 7.74 eV
Molar mass: 579.9 g mol⁻¹
Max |F|: 3.65 eV/A

Atoms and positions in Å:
Pd  -0.6655  0.4982  -0.0154
O  1.4628  0.1285  -0.3662
P  1.7170  1.6094  -0.4093
O  0.4695  2.4911  -0.2752
F  2.3297  2.0643  -1.7647
F  2.7978  2.0123  0.6481
C  -5.0171  1.0574  -0.6119
C  -3.7898  1.9549  -0.3030
O  -2.9855  1.1072  0.5534
H  -5.3963  0.6282  0.2934
H  -4.7807  0.3160  -1.3294
H  -5.8318  1.6329  -1.0267
H  -3.9268  2.8302  0.2784
H  -3.1066  2.2256  -1.1199
H  -2.7874  1.5711  1.3494
C  7.1018  -3.4943  0.5471
C  7.7700  -2.2603  1.2101
O  7.3743  -2.0366  2.4936
H  7.2957  -3.5820  -0.5108
H  5.9925  -3.3704  0.7024
H  7.4648  -4.4272  0.9240
H  7.3448  -1.4060  0.6333
H  8.8426  -2.1184  0.9188
H  7.4596  -2.7534  3.0971
C  0.7730  -1.8566  -4.4714
C  0.3993  -2.5113  -3.1335
O  -0.8500  -3.1786  -3.4065
H  1.6915  -1.2488  -4.4648
H  -0.0610  -1.3327  -4.9043
H  0.9434  -2.7356  -5.0467
H  0.3322  -1.8466  -2.2648
H  1.2041  -3.2712  -2.8721
H  -1.0033  -3.9665  -2.8858
C  -1.6108  1.1089  -4.5670
C  -1.8108  0.3094  -3.3510
O  -0.9314  0.7831  -2.3219
H  -0.6034  0.9897  -4.9101
H  -1.6613  2.1770  -4.2432
H  -2.3275  1.0735  -5.3689
H  -1.5849  -0.7323  -3.5623
H  -2.7595  0.4245  -2.7799
H  -0.0923  1.1446  -2.5873
C  -3.6023  -2.5360  1.0124
C  -2.8369  -2.0322  -0.1740
O  -1.4189  -1.5630  -0.2127
H  -3.3538  -3.5609  1.3459
H  -4.6996  -2.5522  0.7152
H  -3.4955  -1.9508  1.8951
H  -3.4465  -1.2865  -0.6131
H  -2.8339  -2.7729  -0.9138
H  -0.8891  -2.3212  0.0396
C  -0.1958  2.6511  2.8620
C  0.6408  1.4515  2.7746
O  0.0078  0.4197  1.9737
H  -1.1615  2.2337  3.0828
H  -0.1372  3.3437  1.9686
H  0.0137  3.2339  3.6743
H  0.8299  1.1909  3.9006
H  1.6137  1.4846  2.3241
H  0.5703  -0.3407  1.9278
C  -0.4117  4.8369  -1.5956
O  -1.4269  4.1262  -0.9544
H  0.0653  5.7250  -1.0878
H  0.3294  4.0862  -1.7070
H  -0.7117  5.1997  -2.5820
H  -2.2092  4.7204  -0.7682
C  1.5324  -4.0949  0.0981
O  1.0862  -2.7500  0.3235
H  2.4400  -4.0173  -0.5099
H  1.5010  -4.5493  1.1031
H  0.6978  -4.6422  -0.4265
H  1.4283  -2.1040  -0.3467
C  -1.3841  3.0503  6.9562
O  -0.3291  2.0619  6.7797
H  -1.5781  3.3596  7.9584
H  -1.0706  3.8444  6.3830
H  -2.2910  2.6605  6.5490
H  -0.4563  1.3844  7.4690

---

Entry from the Open Molecules 2025 dataset: a cluster of 8 separate species, C15H48NO7 in total at a distorted geometry (wB97M-V/def2-TZVPD).

Summary:
Charge: +1
Orbital gap: 10.59 eV
Molar mass: 354.5 g mol⁻¹
Max |F|: 1.56 eV/A

Atoms and positions in Å:
N  -0.4813  0.2967  0.6110
H  -0.6245  0.9374  1.4153
H  -1.1516  0.4061  -0.1744
H  -0.6733  -0.6409  1.0471
H  0.4930  0.2876  0.2683
C  0.6842  0.4268  -3.5636
C  2.0858  0.0653  -3.9995
C  3.1680  0.9454  -3.4032
O  2.4038  -1.2644  -3.5731
H  -0.1071  -0.2148  -3.9423
H  0.4152  1.4333  -3.9110
H  0.7462  0.5693  -2.4796
H  2.1562  0.1178  -5.0923
H  2.9099  2.0121  -3.3946
H  4.1499  0.9098  -3.8708
H  3.3186  0.7653  -2.3334
H  2.0508  -1.9155  -4.1860
C  2.0821  3.7435  0.9102
C  1.1067  4.3928  -0.0409
C  0.6336  3.3739  -1.0907
O  -0.0015  4.8604  0.7272
H  1.6049  2.8950  1.4113
H  2.5913  4.3704  1.6357
H  2.8391  3.2558  0.2844
H  1.5127  5.2846  -0.5305
H  1.4786  2.9485  -1.6309
H  -0.1099  3.8300  -1.7457
H  0.1241  2.5368  -0.6053
H  -0.6769  5.2608  0.1725
C  -2.8116  3.1216  1.5678
C  -2.3989  2.3853  2.8393
C  -3.1064  1.0702  3.0963
O  -0.9797  2.1253  2.7498
H  -3.8204  3.5356  1.5760
H  -2.7320  2.4929  0.6790
H  -2.1115  3.9561  1.4894
H  -2.6080  3.0231  3.7034
H  -2.8120  0.3155  2.3617
H  -4.1855  1.1274  3.2143
H  -2.7501  0.6953  4.0612
H  -0.5533  2.9542  2.9991
C  0.6758  -3.8229  2.5784
C  -0.4231  -2.7709  2.7397
C  -0.0030  -1.5837  3.5901
O  -0.8780  -2.3187  1.4458
H  0.9738  -4.1219  3.5870
H  1.5290  -3.3573  2.0808
H  0.3683  -4.7212  2.0524
H  -1.2749  -3.2641  3.2272
H  -0.7828  -0.8284  3.6011
H  0.9828  -1.2447  3.2626
H  0.1433  -1.9407  4.6107
H  -1.0753  -3.1344  0.9330
C  -0.9980  -2.7982  -1.8599
C  -0.7324  -4.2458  -1.4710
C  0.7764  -4.5116  -1.3582
O  -1.4037  -4.5226  -0.2215
H  -0.4489  -2.0722  -1.2635
H  -2.0613  -2.5687  -1.7762
H  -0.7020  -2.7206  -2.9066
H  -1.1802  -4.9035  -2.2187
H  1.3251  -3.6166  -1.0456
H  1.1913  -4.6251  -2.3628
H  0.9786  -5.3127  -0.6527
H  -1.2930  -5.4658  -0.0541
O  -2.0913  0.7799  -1.6030
H  -2.9737  0.7783  -1.2033
H  -2.2110  1.1818  -2.4727
O  2.1991  -0.2131  -0.1710
H  2.9285  0.2344  0.2779
H  2.6016  -0.9812  -0.5987

---

Entry from the Open Molecules 2025 dataset: a cluster of 9 separate species, C15H48O9 in total at a distorted geometry (wB97M-V/def2-TZVPD).

Summary:
Energy above the lowest of the compared OMol25 structures with the same formula, charge and spin: 189.1 kJ/mol
Charge: -1
Spin multiplicity: 2
Orbital gap (alpha / beta): 1.66 / 9.60 eV
Molar mass: 372.5 g mol⁻¹
Max |F|: 2.39 eV/A

Atoms and positions in Å:
C  0.2165  0.7835  3.9821
C  -1.1994  1.1149  4.5792
O  -1.1021  1.0291  5.9882
H  0.2181  0.7896  2.8921
H  0.5603  -0.1955  4.3159
H  0.9883  1.5098  4.2368
H  -1.9064  0.4617  4.0678
H  -1.5099  2.1300  4.3317
H  -2.0059  0.9870  6.3090
C  -1.0040  3.4989  0.9678
C  -1.3697  4.9594  0.7279
O  -2.6035  5.2302  1.2811
H  -0.1716  3.2801  0.2989
H  -1.8074  2.8729  0.5796
H  -0.8109  3.3093  2.0237
H  -1.3178  5.1035  -0.3513
H  -0.6152  5.5646  1.2305
H  -3.0582  5.8588  0.7157
C  -3.4268  -1.7017  1.7401
C  -2.0285  -1.7745  1.2695
O  -1.4547  -0.4846  1.1391
H  -4.0498  -1.2107  0.9925
H  -3.4461  -1.1066  2.6532
H  -3.9402  -2.6301  1.9902
H  -1.9205  -2.3045  0.3232
H  -1.3587  -2.3626  1.8969
H  -0.7542  -0.5258  0.4840
C  -1.2332  -0.8053  -3.2692
C  -0.5243  -2.1282  -3.5850
O  -1.3805  -3.1771  -3.1779
H  -0.8597  0.1550  -3.6248
H  -1.3666  -0.6859  -2.1940
H  -2.2499  -0.8802  -3.6547
H  0.4278  -2.2879  -3.0791
H  -0.3437  -2.2091  -4.6569
H  -2.0724  -3.3557  -3.8189
C  -2.8667  2.1835  -2.0241
C  -3.7551  1.4606  -0.9439
O  -5.0792  1.4774  -1.4334
H  -3.0552  1.6705  -2.9672
H  -1.8185  2.0194  -1.7740
H  -3.0759  3.2478  -2.1315
H  -3.8112  2.0407  -0.0227
H  -3.4504  0.4368  -0.7270
H  -5.6404  0.9430  -0.8667
C  4.2880  -3.1841  -0.8929
C  3.2887  -3.1275  -2.0350
O  2.9236  -1.8092  -2.2928
H  4.5280  -4.2005  -0.5806
H  3.8203  -2.7017  -0.0346
H  5.2207  -2.7054  -1.1911
H  2.3903  -3.6811  -1.7621
H  3.7027  -3.5680  -2.9420
H  3.0343  -1.6394  -3.2311
C  5.2499  1.0162  -2.0953
O  6.3445  1.9027  -2.3189
H  4.9119  0.5866  -3.0384
H  5.5927  0.2290  -1.4238
H  4.4305  1.5914  -1.6644
H  6.8205  2.0654  -1.5012
C  0.9930  0.5734  -0.5445
O  0.8542  -0.8087  -0.4143
H  2.0212  0.8432  -0.7854
H  0.3415  0.9575  -1.3295
H  0.7046  1.1065  0.3615
H  1.5693  -1.1129  -0.9779
C  1.7318  -2.5601  2.0355
O  1.9532  -3.5907  3.0344
H  1.1120  -1.7975  2.5071
H  2.6698  -2.1096  1.7111
H  1.3582  -2.9573  1.0917
H  1.1777  -3.6104  3.5999